Record 1
# C27H41AgAsN3O4S2Si3

A structure of composition C27H41AgAsN3O4S2Si3 (ωB97M-V/def2-TZVPD, OMol25).

Results
**Relative energy (zero: lowest compared OMol25 entry of this formula, charge and spin)**: 2.6 kcal/mol
**Net charge**: -2
**Kohn-Sham gap**: 5.64 eV
**HOMO level**: -1.59 eV
**Spin multiplicity**: 1
**LUMO energy**: 4.056 eV

Atoms and positions in Å:
Ag  0.8092  0.0868  0.0711
O  5.1681  0.3981  0.3630
C  4.1418  -0.2728  0.5733
O  3.0568  0.1670  1.0248
C  4.2490  -1.7905  0.3464
C  5.4621  -2.3587  0.7465
C  5.7213  -3.7168  0.6548
C  4.7324  -4.5449  0.1322
C  3.5326  -4.0004  -0.2874
C  3.2484  -2.6207  -0.2089
S  1.6920  -2.1196  -0.8818
H  6.2118  -1.6804  1.1333
H  6.6767  -4.1198  0.9727
H  4.8959  -5.6146  0.0459
H  2.7651  -4.6449  -0.7026
C  3.1165  8.6985  -1.0871
C  3.0662  7.2082  -0.8663
C  4.1521  6.5237  -0.3301
C  4.0875  5.1549  -0.0966
C  2.9206  4.4651  -0.3866
C  1.8379  5.1222  -0.9450
C  1.9152  6.4860  -1.1787
S  2.8082  2.7047  -0.0380
C  2.2276  2.9442  1.6372
O  1.5872  2.2748  -0.8226
H  4.1226  9.0869  -0.9256
H  2.4445  9.2178  -0.4004
H  2.8106  8.9618  -2.1014
H  5.0618  7.0667  -0.0982
H  4.9410  4.6196  0.3051
H  0.9495  4.5500  -1.1885
H  1.0629  7.0016  -1.6083
H  1.3453  3.5844  1.6140
H  3.0326  3.3965  2.2177
H  1.9948  1.9543  2.0241
C  -4.1255  0.0197  1.6420
Si  -3.9545  -0.8341  -0.0136
C  -5.3968  -2.0347  -0.0520
C  -4.2258  0.3490  -1.4306
As  -1.7372  -1.5839  -0.2614
Si  -1.5532  -2.9958  1.6063
C  -3.1427  -3.8331  2.1445
C  -0.9987  -1.8951  2.9989
C  -0.2933  -4.3447  1.3786
Si  -1.9271  -3.0568  -2.0966
C  -3.6390  -3.6381  -2.5906
C  -0.9010  -4.6013  -1.9834
C  -1.2848  -2.0181  -3.5042
H  -4.8476  0.8390  1.5730
H  -3.1806  0.4320  1.9931
H  -4.4801  -0.6937  2.3922
H  -6.3188  -1.4416  -0.0379
H  -5.4009  -2.6917  0.8185
H  -5.4092  -2.6579  -0.9416
H  -5.0703  1.0199  -1.2468
H  -4.4171  -0.2075  -2.3538
H  -3.3344  0.9657  -1.5844
H  -3.8764  -3.1129  2.5150
H  -2.9122  -4.5349  2.9531
H  -3.6038  -4.3905  1.3244
H  -1.7316  -1.1121  3.2106
H  -0.0685  -1.3914  2.7214
H  -0.8264  -2.4809  3.9070
H  -0.7254  -5.2255  0.8965
H  0.0955  -4.6354  2.3592
H  0.5407  -3.9877  0.7653
H  -4.1092  -4.2429  -1.8117
H  -3.5302  -4.2577  -3.4873
H  -4.3093  -2.8090  -2.8266
H  -1.3702  -5.3583  -1.3491
H  0.0918  -4.3707  -1.5886
H  -0.7902  -5.0082  -2.9938
H  -1.9215  -1.1426  -3.6633
H  -1.2220  -2.5862  -4.4379
H  -0.2846  -1.6559  -3.2487
O  -0.8241  1.2322  1.3648
N  -1.5228  1.8910  0.5419
C  -1.7107  3.1760  0.7986
C  -2.5727  3.9172  -0.0829
N  -3.2609  4.5386  -0.7684
C  -1.1111  3.8555  1.9196
N  -0.6532  4.4052  2.8231

Here are the Löwdin charges for atoms 1 to 6, given in e:
1 Ag 0.512
2 O -0.052
3 C -0.683
4 O -0.175
5 C -0.145
6 C -0.064

---

Record 2
# C27H41BGdN8O5

A structure of composition C27H41BGdN8O5 at a distorted geometry (ωB97M-V/def2-TZVPD, OMol25).

Results
**Relative energy (zero: lowest compared OMol25 entry of this formula, charge and spin)**: 17.7 kcal/mol
**Net charge**: +1
**Kohn-Sham gap (alpha / beta)**: 7.25 / 7.48 eV
**HOMO level (alpha / beta)**: -10.44 / -10.46 eV
**Spin multiplicity**: 8
**LUMO energy (alpha / beta)**: -3.190 / -2.973 eV

Atoms and positions in Å:
Gd  -0.7147  -0.9451  -0.8884
C  -3.3696  -1.1306  2.0360
C  -1.9928  -1.5893  2.2731
C  -1.5386  -2.3228  3.4117
C  -0.2284  -2.7454  3.1906
C  0.6498  -3.5599  4.0871
N  0.1190  -2.2068  1.9691
N  -0.9676  -1.4612  1.4142
B  1.2331  -2.6858  0.8972
N  1.8104  -1.4518  0.1968
N  1.6796  -1.3062  -1.2731
C  2.5287  -0.3234  -1.6655
C  2.5049  0.2700  -3.0413
C  3.3396  0.0462  -0.5578
C  2.8884  -0.6878  0.5585
C  3.4106  -0.7326  1.9836
N  0.7173  -3.7992  -0.2041
N  -0.4385  -3.4481  -0.8431
C  -0.7221  -4.3573  -1.8226
C  -1.9913  -4.4296  -2.6567
C  0.2825  -5.3364  -1.7725
C  1.2159  -4.9204  -0.7500
C  2.3060  -5.7505  -0.1423
H  -4.0691  -1.9980  2.1566
H  -3.4965  -0.7407  1.0175
H  -3.6091  -0.3003  2.7186
H  -1.9596  -2.4325  4.3629
H  1.6895  -3.6416  3.6381
H  0.2045  -4.5484  4.2311
H  0.7367  -3.1462  5.0910
H  2.0934  -3.2532  1.4669
H  2.7768  -0.4842  -3.8157
H  3.2476  1.0775  -3.0126
H  1.5180  0.8054  -3.2198
H  4.0980  0.8351  -0.5170
H  3.6557  -1.7032  2.4332
H  2.6358  -0.3108  2.6463
H  4.2938  -0.1346  2.1108
H  -2.2841  -3.3783  -2.6785
H  -2.7708  -4.9507  -2.0586
H  -1.8056  -4.9225  -3.6620
H  0.3582  -6.2078  -2.3640
H  3.0918  -5.8718  -0.8914
H  1.9442  -6.7023  0.2635
H  2.8556  -5.2081  0.6496
O  -1.0429  0.1982  -5.0122
C  -1.5665  0.0950  -3.9081
O  -1.2558  -0.8303  -2.9832
C  -2.6348  1.0666  -3.3476
C  -3.7371  0.3110  -2.5607
C  -4.9879  1.1774  -2.3593
C  -4.6007  2.2848  -1.3854
C  -3.1569  1.9316  -1.0812
O  -3.2332  0.3235  -1.1388
C  -2.2370  2.1753  -2.3156
C  -0.6915  2.1857  -1.9075
O  0.1273  2.9240  -2.4640
O  -0.3482  1.3673  -0.9104
H  -2.9933  1.5717  -4.2845
H  -3.9305  -0.7146  -2.8551
H  -5.7602  0.5341  -1.8960
H  -5.3509  1.5336  -3.3595
H  -5.3213  2.4163  -0.5669
H  -4.6485  3.2199  -1.8815
H  -2.7123  2.2141  -0.1416
H  -2.4081  3.1031  -2.8537
N  1.8471  6.1563  2.3703
C  0.9564  5.6069  1.2933
C  1.6411  4.4395  0.5654
N  2.0584  3.4305  1.5024
C  3.0938  3.9545  2.3722
C  2.3900  5.0693  3.2556
H  1.3969  6.8799  2.9561
H  2.6211  6.6049  1.9562
H  0.7470  6.4386  0.6140
H  0.0334  5.3741  1.8124
H  2.4460  4.8919  0.0210
H  0.9449  4.0351  -0.2275
H  2.4075  2.5723  1.1015
H  3.9724  4.3670  1.8384
H  3.4662  3.1622  3.0717
H  3.0793  5.3862  4.0394
H  1.4617  4.6335  3.7035

Here are the Löwdin charges for atoms 1 to 6, given in e:
1 Gd 1.760
2 C -0.024
3 C -0.328
4 C 0.018
5 C -0.247
6 C -0.011

---

Record 3
# C27H41BrN2OsP2

A structure of composition C27H41BrN2OsP2 at a distorted geometry (ωB97M-V/def2-TZVPD, OMol25).

Results
**Net charge**: +4
**Kohn-Sham gap (alpha / beta)**: 6.40 / 5.33 eV
**HOMO level (alpha / beta)**: -19.10 / -20.57 eV
**Spin multiplicity**: 5
**LUMO energy (alpha / beta)**: -12.701 / -15.238 eV

Atoms and positions in Å:
C  -4.3410  -0.9930  -0.1267
C  -3.4272  0.0743  -0.2438
C  -3.8967  1.3486  -0.6292
C  -5.2619  1.4658  -0.9321
N  -6.0973  0.4352  -0.8420
C  -5.6801  -0.7649  -0.4587
C  -2.0077  -0.2573  -0.0760
C  -1.3821  -1.4734  -0.2594
C  -1.4065  -2.6763  -0.9850
C  -0.6099  -3.7184  -0.4644
C  0.1710  -4.4416  -1.3319
C  -0.0126  -4.2370  -2.7101
C  -1.0012  -3.3975  -3.2373
C  -1.7376  -2.6350  -2.3562
Os  -0.1821  -0.1598  0.2251
P  0.2530  0.5543  2.4421
H  -3.2480  2.2266  -0.7026
H  -4.0311  -1.9818  0.2139
H  -5.6838  2.4272  -1.2419
H  -6.4067  -1.5779  -0.4016
H  -2.5195  -1.9744  -2.7113
H  -0.5644  -3.8706  0.6157
H  -1.1387  -3.3049  -4.3104
H  0.9478  -5.1060  -0.9468
C  2.0063  0.6588  2.9743
C  2.5568  2.0414  3.2837
H  2.5837  0.1774  2.1749
H  2.0867  0.0034  3.8506
H  3.5971  1.9297  3.6061
H  2.5473  2.6962  2.4055
H  2.0190  2.5318  4.1034
C  -0.5028  2.1912  2.7222
C  -2.0188  2.1414  2.5588
H  -0.0512  2.8828  1.9941
H  -0.2145  2.5383  3.7245
H  -2.4052  3.1547  2.4100
H  -2.3129  1.5398  1.6897
H  -2.5074  1.7252  3.4477
C  -0.5213  -0.6190  3.6227
C  -0.3265  -0.2584  5.0916
H  -0.0766  -1.6018  3.4046
H  -1.5870  -0.6900  3.3652
H  -0.8747  -0.9776  5.7081
H  0.7246  -0.3135  5.3944
H  -0.7118  0.7375  5.3389
Br  0.9491  -5.2831  -3.8659
P  1.0233  0.8466  -1.3280
C  2.0859  2.1614  -0.5767
C  3.0302  2.9783  -1.4556
H  2.6797  1.6418  0.1974
H  1.3966  2.8323  -0.0366
H  3.4574  3.7818  -0.8436
H  3.8792  2.3865  -1.8115
H  2.5311  3.4533  -2.3061
C  2.1538  -0.2871  -2.2450
C  2.7094  0.2272  -3.5563
H  1.5743  -1.2110  -2.4024
H  2.9637  -0.5354  -1.5440
H  3.4104  -0.5190  -3.9336
H  1.9333  0.3599  -4.3115
H  3.2688  1.1590  -3.4496
C  -0.2350  1.3977  -2.5213
C  0.1533  2.6236  -3.3268
H  -1.1598  1.5968  -1.9601
H  -0.4511  0.5450  -3.1812
H  -0.6384  2.8361  -4.0537
H  0.2390  3.5184  -2.7059
H  1.0758  2.4846  -3.8982
C  3.1654  -3.2940  0.5981
C  2.2171  -2.2319  0.6382
N  1.6304  -1.2200  0.6933
H  3.0065  -3.9017  -0.3103
H  3.0165  -3.9277  1.4878
H  4.1876  -2.8712  0.6090

Here are the Löwdin charges for atoms 1 to 6, given in e:
1 C 0.058
2 C -0.176
3 C 0.055
4 C 0.024
5 N 0.332
6 C 0.023